A molecular structure, C37H30N3O3PtSSi, computed with ωB97M-V/def2-TZVPD.

CARTESIAN COORDINATES (ANGSTROEM)
H: 4.47 0.18 0.76
H: -6.44 2.93 0.21
H: 0.17 1.73 3.44
Pt: -0.24 -0.10 -0.24
C: 2.19 -0.98 5.28
C: -3.86 -1.58 -3.21
H: 4.08 4.38 2.38
H: 3.98 5.26 0.06
H: -5.63 -1.27 0.49
O: -1.33 -2.04 -7.37
C: 2.83 -1.21 0.75
C: 2.13 2.47 -0.34
H: -3.24 -0.78 0.81
C: 1.98 -0.64 -2.20
H: -2.07 1.15 4.11
H: 3.58 -1.13 -3.53
H: 2.91 -1.58 3.37
H: 2.05 -1.72 -5.40
H: -2.75 -2.11 -5.62
C: 1.50 0.05 3.23
N: -1.97 -0.38 -1.48
H: 3.11 -4.52 0.08
H: -3.37 0.27 3.27
H: -4.10 3.39 0.89
H: 2.64 -0.31 -1.42
C: -4.28 -1.00 -2.07
Si: 1.61 0.15 1.30
H: 1.31 -0.20 7.07
H: 5.47 -3.85 -0.22
H: -3.54 2.01 3.58
C: -2.50 -1.42 -3.61
C: 3.49 4.33 0.31
C: 1.66 -1.41 -4.44
O: 0.77 -2.09 -6.92
C: 3.54 3.85 1.61
C: -3.37 -0.13 -1.26
O: -1.23 0.31 1.53
C: 2.80 3.64 -0.67
C: 0.71 0.94 3.95
H: -4.53 -2.15 -3.84
C: 2.51 -1.07 -3.41
C: 2.89 2.67 1.94
C: -4.40 2.39 0.64
C: 5.11 -1.80 0.27
C: 2.21 1.96 0.95
H: 1.56 1.95 -1.11
H: -7.23 0.59 0.38
C: -3.81 -0.02 0.26
C: -3.50 1.35 0.76
C: -5.73 2.13 0.32
H: -3.58 0.90 -1.65
C: -0.71 -1.70 -5.22
C: 2.45 -2.54 0.55
C: 0.61 0.83 5.33
C: 1.36 -0.13 5.99
C: -6.17 0.78 0.34
H: -5.30 -1.09 -1.73
H: 1.41 -2.83 0.67
C: -0.18 -0.97 -2.94
C: -2.04 -1.78 -4.88
S: -2.05 1.60 1.75
C: 3.40 -3.49 0.22
N: -0.39 -1.98 -6.63
H: 2.77 4.00 -1.68
N: 0.68 -0.59 -1.96
H: -0.03 1.50 5.87
H: 2.93 2.31 2.95
H: 6.15 -1.50 0.17
C: 2.26 -0.90 3.90
C: 0.27 -1.36 -4.23
C: 4.73 -3.12 0.06
C: 4.17 -0.84 0.60
C: -5.29 -0.25 0.39
C: -2.84 1.21 3.35
C: -1.59 -0.90 -2.64
H: 2.79 -1.72 5.79

Orbital gap (alpha / beta) ... 0.1111 / 0.1111 Eh
Largest force on an atom ... 0.0405 hartree/bohr
Charge ... +3
E_tot ... -2623.7177 hartree
E_HOMO (alpha / beta) ... -15.5 / -15.5 eV